The following is a DFT calculation (ωB97M-V/def2-TZVPD) of 18 unconnected molecules or ions with the total composition C7H39BO25.

Geometry as XYZ:
```
72
Properties=species:S:1:pos:R:3:forces:R:3:lowdin_charge:R:1
O -8.072630 -19.012570 -9.040070 -0.273 0.120 0.211 -0.056
O -8.288890 -17.070480 -15.772810 0.071 -3.583 -0.007 0.244
O -6.105420 -18.354870 -15.713040 -0.735 0.549 -0.328 0.221
O -6.744940 -20.251800 -12.922790 -0.640 0.858 -1.714 0.113
O -14.634380 -13.127230 -16.002040 -0.086 -0.198 0.085 -0.050
O -10.922280 -10.378230 -16.424850 -0.317 0.197 0.021 -0.060
O -7.965980 -24.541000 -9.392260 -0.232 -0.111 0.225 -0.057
O -5.540600 -20.606970 -15.589110 -2.239 4.190 1.202 0.074
O -3.768890 -9.832180 -13.909730 0.186 0.152 -0.161 -0.047
O -7.685290 -25.595230 -16.142120 0.126 -0.256 -0.064 -0.055
O -7.369280 -18.243930 -13.738850 -0.321 -0.176 -0.927 0.210
O 0.173700 -18.573450 -13.698270 -0.039 -1.206 0.268 -0.398
O -7.744900 -13.477930 -10.796340 -0.219 -0.023 0.222 -0.052
O -5.278040 -21.479710 -7.617060 -0.087 0.258 0.138 -0.049
O -2.077360 -14.529030 -12.456870 0.173 0.317 0.161 -0.051
O -4.175510 -25.178660 -10.559690 -0.270 -0.151 0.241 -0.057
O -9.275670 -15.143890 -16.450350 1.703 -1.759 0.843 0.080
O -8.211920 -9.800030 -12.267280 0.194 -0.070 0.190 -0.047
O -2.853330 -24.260530 -18.540070 0.159 -0.310 -0.177 -0.059
O -1.836550 -15.795220 -16.419850 -0.135 0.535 -0.217 -0.056
O -6.909400 -14.051860 -15.184000 0.003 -0.715 0.431 0.127
O -10.146700 -20.123240 -18.848870 0.152 -0.238 -0.134 -0.052
O -6.505650 -16.183330 -14.587710 0.783 0.082 0.237 0.276
O -2.023260 -12.082070 -16.699370 0.059 0.323 -0.286 -0.059
O -6.176180 -20.307160 -20.639510 0.201 -0.176 -0.137 -0.051
C -0.375070 -20.568100 -14.906690 0.088 -0.867 -0.861 -0.138
C -6.111780 -19.550760 -15.176230 2.324 -4.024 -1.523 -0.355
C -6.839220 -19.463710 -13.853830 0.502 -0.237 2.791 -0.376
C 0.018740 -19.966560 -13.571630 -1.036 3.701 -1.244 -0.695
C -7.184680 -15.228770 -15.157250 -0.122 2.628 -1.017 -0.390
C -1.016760 -20.310110 -12.492900 0.351 -0.424 0.598 -0.116
C -8.393450 -15.824670 -15.909010 -1.384 3.964 -0.385 -0.429
B -7.057020 -17.438280 -14.959360 -0.105 -1.734 0.422 -0.789
H -1.486990 -16.508910 -15.886290 0.332 -0.382 0.449 0.033
H -5.098600 -22.158680 -6.966660 -0.001 -0.140 0.140 0.024
H -10.737920 -19.948130 -19.581000 -0.119 0.056 -0.176 0.023
H -8.439620 -25.834370 -15.603590 -0.146 -0.041 0.165 0.024
H -2.597740 -11.785180 -15.993630 -0.088 0.066 0.272 0.016
H 0.987230 -20.420360 -13.361400 0.439 -0.616 0.707 0.084
H -0.577730 -20.041270 -11.532130 0.249 -0.511 0.278 0.049
H -1.973120 -19.792680 -12.417050 0.062 0.533 -1.077 0.056
H -7.683690 -12.624910 -11.226280 -0.021 0.250 -0.233 0.014
H -0.285870 -21.651240 -14.823320 -0.358 -0.571 -0.118 0.042
H -1.349200 -20.312150 -15.323420 -0.384 0.118 0.553 0.059
H -6.425240 -19.860080 -21.448410 -0.023 0.129 -0.163 0.021
H -6.835900 -13.756690 -10.685690 0.201 -0.184 -0.031 0.029
H 0.296650 -20.316980 -15.727560 0.491 0.373 0.260 0.050
H -7.937410 -19.216770 -9.965400 0.078 -0.015 -0.375 0.025
H -2.126480 -13.033640 -16.708580 0.083 -0.469 0.079 0.015
H -1.286810 -21.362550 -12.579670 0.126 -0.490 0.516 0.039
H -2.540460 -14.912090 -13.201880 -0.014 -0.261 -0.297 0.028
H -8.007810 -24.016450 -10.191840 0.009 0.230 -0.191 0.032
H -7.968870 -9.308920 -13.052110 0.080 0.042 -0.224 0.025
H -3.953080 -9.694210 -12.980600 0.014 -0.061 0.258 0.028
H -7.194820 -25.095830 -9.509290 0.299 -0.105 -0.048 0.018
H -4.176120 -25.038350 -11.506550 -0.022 0.154 -0.289 0.036
H -6.943390 -20.223810 -20.073230 -0.200 0.036 0.328 0.025
H -2.334040 -16.233270 -17.110390 -0.141 -0.152 -0.087 0.025
H -10.168470 -9.793990 -16.506420 0.176 0.097 -0.023 0.024
H -13.996700 -12.438170 -16.188580 0.291 0.154 -0.013 0.027
H -7.324040 -19.409540 -8.594810 0.246 -0.154 0.129 0.016
H -10.541210 -19.664910 -18.106900 0.028 0.196 0.291 0.033
H -10.569050 -11.251140 -16.596560 0.146 -0.371 0.013 0.036
H -7.936680 -24.768360 -16.553620 0.039 0.303 -0.093 0.032
H -3.353110 -24.241920 -17.723920 -0.086 0.089 0.267 0.031
H -3.251100 -25.279340 -10.332590 0.230 0.045 0.061 0.029
H -9.117680 -9.543250 -12.094400 -0.258 -0.025 0.063 0.031
H -2.763770 -14.348700 -11.814570 -0.151 -0.031 0.124 0.016
H -4.631060 -9.934940 -14.312630 -0.211 -0.140 -0.138 0.026
H -3.265990 -23.594100 -19.089440 -0.078 0.245 -0.085 0.028
H -15.466780 -12.775790 -16.317990 -0.199 0.059 -0.068 0.023
H -5.090210 -21.897070 -8.457760 0.048 -0.072 -0.327 0.032
```
Forces are in eV/Å.

E_LUMO = 2.8624 eV
Charge = -2
HOMO energy = -0.59 eV
Energy = -2196.16738 Ha

---

The following is a DFT calculation (ωB97M-V/def2-TZVPD) of a molecular structure, C7H3AuNO5S4Sb.

Geometry as XYZ:
```
22
Properties=species:S:1:pos:R:3:forces:R:3:lowdin_charge:R:1
Au 0.837835 -1.152435 0.922705 -0.068 -2.554 -0.008 0.806
Sb 1.021196 -4.597704 -0.195243 0.321 1.864 -0.552 -0.349
S -0.701533 -6.016169 0.510053 -0.652 -0.605 0.478 -0.058
S 1.540944 -3.274038 1.753224 -0.081 -0.105 0.167 -0.163
S 2.887494 -5.674910 -0.776925 0.567 -0.698 -0.087 -0.339
S 0.050824 -3.295499 -1.823750 0.107 -0.276 0.155 -0.298
O -3.240352 -0.606209 0.279014 -0.538 0.958 -0.479 0.029
O 3.174062 1.474261 -1.184204 0.457 0.811 -0.855 0.047
O 2.562034 -0.082132 0.305228 0.683 1.618 -1.231 -0.189
O -1.261233 4.271849 0.039986 -3.424 2.702 0.394 0.070
O -1.322101 -1.541925 0.869211 -0.768 0.996 -0.186 -0.185
N 0.095253 0.413707 -0.109177 -1.242 2.459 -1.388 -0.004
C -0.825769 3.054707 -0.064185 1.069 -3.394 0.524 -0.383
C 0.495645 2.777593 -0.314179 2.895 -0.649 -2.203 0.073
C 2.328761 0.924767 -0.517903 1.663 -1.694 1.918 -0.622
C -2.024772 -0.556194 0.389219 -0.088 -3.103 1.729 -0.632
C -1.640417 1.953145 0.202180 -1.791 -0.282 -0.188 0.048
C -1.239750 0.644446 0.098264 2.921 1.743 -0.284 -0.156
C 0.947003 1.418890 -0.438992 -3.492 0.537 1.981 -0.130
H -2.276211 4.240646 0.180195 2.518 0.107 -0.296 0.165
H -2.682301 2.092399 0.503462 0.085 0.146 -0.221 0.126
H 1.273392 3.530803 -0.628184 -1.141 -0.580 0.631 0.141
```
Forces are in eV/Å.

E_LUMO (spin up / spin down) = 3.7987 / 3.3666 eV
Spin multiplicity = 3
Charge = -2
HOMO energy (spin up / spin down) = -1.50 / -1.57 eV
Energy = -2668.27079 Ha

---

The following is a DFT calculation (ωB97M-V/def2-TZVPD) of C7H3Cl in the gas phase.

Geometry as XYZ:
```
11
Properties=species:S:1:pos:R:3:forces:R:3:lowdin_charge:R:1
Cl -2.044348 -1.470147 -0.087427 0.596 0.709 0.011 0.595
C -1.841313 2.613030 -0.064688 2.193 -4.189 -0.580 0.056
C 4.401477 -0.027548 0.048340 -1.838 0.850 -0.408 0.066
C 3.148806 -0.005615 -0.133314 2.113 -1.002 0.694 -0.126
C 0.515046 -0.219416 0.122061 -4.384 0.062 0.155 -0.046
C -1.470530 1.351947 -0.183247 -1.972 6.238 1.184 -0.158
C 1.668085 -0.189749 -0.168115 5.114 0.772 0.420 -0.044
C -1.024933 -0.070027 0.343607 0.992 3.553 2.131 -0.721
H -1.244537 0.289297 1.501350 0.865 -1.898 -2.633 0.160
H -1.987652 3.859819 -0.007157 0.403 -4.514 -0.409 0.112
H 5.606275 0.127655 0.204206 -4.083 -0.581 -0.567 0.106
```
Forces are in eV/Å.

Relative energy (zero: lowest compared OMol25 entry of this formula, charge and spin) = 2.8017 eV
E_LUMO = 0.3553 eV
SMILES = C#CC#C[C@H](Cl)C#C
Charge = 0
HOMO energy = -9.84 eV
Energy = -728.41071 Ha

---

The following is a DFT calculation (ωB97M-V/def2-TZVPD) of a molecular structure, C7H3Cl9F12MgNaO12S4.

Geometry as XYZ:
```
49
Properties=species:S:1:pos:R:3:forces:R:3:lowdin_charge:R:1
Cl -6.036331 -1.279257 1.534801 -0.120 -0.266 -0.106 0.492
Cl -4.640943 -1.812766 -3.915788 0.190 0.636 0.426 0.495
Cl -0.241216 -6.703037 -0.738127 0.205 0.513 0.563 0.488
Cl -4.786446 -0.005426 -1.542372 0.530 0.070 -1.230 0.517
Cl -3.379256 -1.365419 2.570307 -0.323 -0.810 -0.075 0.530
Cl -4.919321 -3.927935 2.120234 0.255 0.922 -0.110 0.493
Cl -3.236058 0.715203 -4.053484 0.104 0.205 0.385 0.589
Cl -0.044935 -6.974862 2.142196 0.209 -0.088 0.367 0.573
Cl -2.413574 -5.774138 0.922983 0.177 -0.217 0.169 0.484
S 2.693529 1.344002 3.605469 1.346 2.182 3.041 0.603
S -0.672214 3.760208 -1.241702 0.974 -0.542 -3.462 0.625
S -0.367442 -0.745063 -0.320218 -4.039 -0.948 -2.532 0.627
S 2.709278 2.247227 -1.514157 -1.460 -1.743 1.223 0.728
Mg 0.590499 1.923824 1.134073 0.208 0.935 0.930 0.742
Na 0.155184 0.981811 -3.670821 -0.700 0.140 0.679 0.555
F -3.253225 3.825896 -0.525510 1.253 2.331 -1.284 0.097
F 0.859539 -2.746686 0.906642 -0.075 -0.640 0.231 0.164
F 4.177118 0.012644 -1.534471 -0.245 1.213 -0.479 0.148
F 4.667715 0.210821 2.260935 0.133 -0.638 -0.018 0.127
F -2.647475 5.365715 -2.180299 0.005 -1.293 2.422 0.122
F -2.057091 5.675922 -0.038893 -0.914 -0.929 -1.173 0.126
F 2.193801 -1.671149 -0.414899 -1.546 -0.812 -0.377 0.095
F 0.688416 -3.109164 -1.234788 0.205 0.365 0.257 0.172
F 4.746597 -0.156367 4.415264 -0.397 -0.127 -0.782 0.140
F 4.822143 1.435131 -0.073527 -0.490 0.739 -1.455 0.152
F 5.235727 1.802713 -2.205432 -0.138 0.205 -0.059 0.204
F 3.288862 -1.241929 3.198138 0.530 0.296 -0.248 0.142
O 3.489673 2.597196 3.791639 -1.464 -2.992 -0.882 -0.317
O 2.078554 1.683985 -2.711472 1.013 0.827 1.222 -0.188
O 1.963116 2.037862 -0.245266 2.963 0.733 -3.507 -0.228
O 0.417926 4.729065 -1.377300 -1.656 -0.834 0.543 -0.280
O -1.701228 -1.257267 0.055035 2.778 -0.047 -0.457 -0.334
O -0.514827 2.845081 -0.106541 -1.060 1.032 1.103 -0.347
O -0.389098 -0.260887 -1.725897 1.140 -0.613 1.042 -0.345
O -0.861758 2.898923 -2.449864 -0.134 1.574 1.408 -0.342
O 1.893055 0.930899 4.749260 0.773 0.097 -1.310 -0.293
O 3.026762 3.673811 -1.746682 -0.048 -0.109 0.067 -0.016
O 0.071885 0.285435 0.599283 0.458 -1.861 0.176 -0.323
O 1.906850 1.366837 2.351200 0.116 -0.086 -0.206 -0.378
C -0.635018 -5.977850 0.863151 -1.143 0.276 -0.944 -1.530
C 3.948620 -0.089742 3.337751 -1.063 1.498 0.883 -0.629
C -4.557830 -2.259659 1.561196 -0.026 0.409 0.226 -1.491
C -3.771967 -0.536034 -2.963382 -0.956 -1.473 0.975 -1.466
C 0.928904 -2.222340 -0.292299 0.377 2.613 0.482 -0.588
C -2.324528 4.753547 -0.992965 0.969 -1.022 0.221 -0.497
C 4.373665 1.334603 -1.344862 0.021 -1.641 1.998 -0.600
H -4.173463 -2.292557 0.541741 0.047 -0.150 0.296 -0.010
H -2.983112 -1.090179 -2.454730 0.363 0.577 -0.446 -0.013
H -0.319065 -4.938647 0.954451 0.655 -0.506 -0.194 -0.012
```
Forces are in eV/Å.

E_LUMO (spin up / spin down) = -1.1915 / -7.0701 eV
Spin multiplicity = 2
Charge = 0
HOMO energy (spin up / spin down) = -10.26 / -10.25 eV
Energy = -8466.75798 Ha

---

- Look up the energy of the third one.
  -728.41071 Ha

---

- The highest energy belongs to which entry?
  C7H3Cl